{"formula": "C31H32I2N4O12S", "method": "wB97M-V/def2-TZVPD", "homo_lumo_gap_ev": 8.08, "e_homo_ev": -8.765, "energy_ha": -3315.4820, "symbols": ["I", "I", "S", "O", "O", "O", "O", "O", "O", "O", "O", "O", "O", "O", "O", "N", "N", "N", "N", "C", "C", "C", "C", "C", "C", "C", "C", "C", "C", "C", "C", "C", "C", "C", "C", "C", "C", "C", "C", "C", "C", "C", "C", "C", "C", "C", "C", "C", "C", "C", "H", "H", "H", "H", "H", "H", "H", "H", "H", "H", "H", "H", "H", "H", "H", "H", "H", "H", "H", "H", "H", "H", "H", "H", "H", "H", "H", "H", "H", "H", "H", "H"], "xyz": [[0.13946, -2.36692, -0.10249], [0.24428, 1.01894, -1.10736], [-1.47676, -1.26933, 3.39051], [3.71487, 1.61725, 1.16379], [-5.04735, -0.73336, -2.24254], [-1.23089, -7.63573, 2.59181], [-2.30368, -2.13940, 2.23380], [-7.04151, -0.61926, -3.05211], [3.44614, 2.83540, -0.59319], [0.12893, -1.16726, 2.80894], [-0.98327, -8.83183, 4.36693], [-4.47409, 2.62660, 1.41612], [2.38759, 3.03716, -4.56661], [-1.92917, 0.14996, 3.47027], [1.24083, 1.26027, -4.15256], [-5.84896, -0.37920, -3.08928], [2.29348, 1.84432, -4.34748], [3.83880, 2.65984, 0.54512], [-0.84863, -7.79860, 3.73604], [-5.72989, 1.53106, -6.29946], [0.14749, -0.82058, 1.43098], [-4.36672, 1.78772, -6.40531], [-3.49145, 1.34817, -5.41789], [5.85806, -0.42499, -4.19227], [5.81209, 5.87086, 2.46588], [-0.02282, -5.47432, 3.71816], [-3.84975, 0.42144, 0.54870], [-0.17746, -6.67827, 4.39736], [4.65002, 4.98858, 0.55002], [3.45546, -0.31269, -4.08032], [4.50853, 3.77533, 1.21524], [-5.33928, 0.38309, -4.22938], [-3.97573, 0.64445, -4.32251], [4.74992, 1.69229, -4.48920], [0.30646, -6.83766, 5.69198], [5.65984, 4.65676, 3.12700], [0.63334, -4.42058, 4.34223], [-3.90416, -1.16158, 0.65328], [1.12908, -4.57494, 5.63243], [5.30475, 6.03852, 1.18175], [0.25548, 1.75082, 1.99923], [5.91880, 0.94452, -4.42773], [0.96380, -5.77973, 6.30751], [-4.66145, 1.20205, 1.66205], [-3.69741, -1.74702, 2.11324], [5.00402, 3.60257, 2.50364], [4.62912, -1.05358, -4.02306], [-6.22222, 0.82560, -5.20868], [3.52547, 1.05739, -4.30886], [0.20173, 0.51256, 1.02353], [-2.43033, 1.55188, -5.50387], [-4.30032, -2.71295, 2.16164], [-2.79757, 0.84577, 0.47841], [-0.65090, 2.40231, 1.80753], [6.87884, 1.42962, -4.56031], [-7.28482, 0.62859, -5.13766], [1.35052, -5.89494, 7.31342], [-3.57666, 2.75768, 1.06842], [4.89098, 2.66140, 3.02748], [0.18327, -7.77134, 6.22664], [-4.21775, 1.01365, 2.68509], [-4.08644, -1.10107, 2.94715], [-6.40810, 1.87830, -7.07010], [-4.33989, 0.69025, -0.44447], [0.22939, 1.36384, 3.06377], [-4.84281, -1.57000, 0.18738], [4.58680, -2.12126, -3.84255], [6.77318, -1.00503, -4.13929], [4.80855, 2.75791, -4.67284], [-3.28519, 0.30676, -3.55908], [1.18395, 2.37180, 1.86396], [-3.03199, -1.55116, 0.03175], [6.32951, 6.69015, 2.95341], [0.76235, -3.47863, 3.82141], [6.05558, 4.53142, 4.12810], [-0.40209, -5.34372, 2.71166], [-3.98464, 2.33222, -7.26216], [4.26142, 5.12888, -0.45127], [1.64761, -3.75255, 6.11380], [2.50378, -0.81167, -3.94377], [5.42329, 6.98740, 0.67190], [-5.75473, 0.92783, 1.69521]], "mulliken_charge": [-0.01, 0.10, 0.51, -0.59, -0.60, -0.61, -0.10, -0.62, -0.54, -0.33, -0.61, -0.55, -0.61, -0.47, -0.61, 1.01, 1.11, 1.02, 1.03, -0.40, 0.10, -0.43, -0.52, -0.39, -0.39, -0.44, 0.09, 0.09, -0.24, -0.28, 0.02, 0.12, -0.35, -0.35, -0.42, -0.45, -0.30, -0.14, -0.71, -0.50, -0.88, -0.47, -0.33, -0.20, -0.78, -0.35, -0.52, -0.45, 0.06, 0.19, 0.46, 0.27, -0.32, 0.21, 0.38, 0.43, 0.37, 0.31, 0.44, 0.44, 0.14, 0.45, 0.37, 0.28, 0.24, 0.38, 0.38, 0.38, 0.44, 0.57, 0.20, 0.04, 0.37, 0.56, 0.37, 0.51, 0.37, 0.47, 0.40, 0.49, 0.37, 0.31]}